Record 1
The following is a quantum chemistry calculation of the molecule C2H7PS2 in a non-equilibrium geometry, from the OMol25 dataset.

Last column: Mulliken charge in e.
Positions of all 12 atoms, in Å:
1 C 1.7661 0.3760 0.4794  -0.928
2 C 0.9069 -0.2341 -0.6654  -0.385
3 P -2.2765 0.1258 1.0146  -0.075
4 S -0.8039 0.3821 -0.7141  -0.152
5 S -3.7547 -0.7040 -0.0720  -0.312
6 H 2.6826 0.7384 0.0211  0.293
7 H 2.1668 -0.2415 1.3471  0.278
8 H 1.2811 0.1052 -1.6584  0.309
9 H 0.9684 -1.3230 -0.7129  0.338
10 H 1.2029 1.0741 0.9308  0.306
11 H -0.3780 1.6823 -0.5115  0.184
12 H -3.7615 -1.9813 0.5412  0.145

For the energy above the lowest of the compared OMol25 structures with the same formula, charge and spin, the calculation gives 2.261 eV. As for the total energy: -33144.88093 eV. The calculation puts the HOMO energy at -7.103 eV. The LUMO energy is 0.018 Ha.


Record 2
The following is a quantum chemistry calculation of a structure of composition C44H65CoI2NOP3Si in a non-equilibrium geometry, from the OMol25 dataset.

Last column: Mulliken charge in e.
Positions of all 118 atoms, in Å:
1 Co -0.1544 0.0199 -1.7611  -0.071
2 C -0.7640 -2.1247 -5.3038  -1.733
3 C -1.4503 -2.3562 -3.9696  0.420
4 C -2.7398 -1.5169 -3.9587  -1.811
5 P -0.4077 -1.9883 -2.4911  1.233
6 C 0.9332 -3.2877 -2.7655  0.799
7 C 1.9375 -3.2020 -1.6009  -1.258
8 C 0.4266 -4.7160 -2.9318  -1.326
9 C -1.4231 -2.7963 -1.1923  -0.050
10 C -2.3982 -3.7408 -1.4072  -0.598
11 C -2.6015 -4.7008 -0.4019  -0.897
12 C -1.9108 -4.6720 0.7605  -0.931
13 C -0.9850 -3.6182 1.0137  0.444
14 C -0.9568 -2.5368 0.1757  -1.325
15 Si -0.4909 -0.7314 0.4521  -1.649
16 C -2.1749 0.0825 1.0331  0.640
17 C -3.2203 -0.8033 1.2254  0.657
18 C -4.3604 -0.5517 1.9840  -1.174
19 C -4.5999 0.7712 2.3654  -0.811
20 C -3.6901 1.7575 1.9254  -0.309
21 C -2.4056 1.3795 1.5324  0.897
22 P -1.1404 2.6373 1.6941  -0.246
23 C -0.3645 2.5636 3.3026  2.586
24 C -1.3476 2.2339 4.3816  -1.766
25 C 0.4316 3.8467 3.6749  -1.535
26 C -1.9373 4.4281 1.5091  0.300
27 C -2.5742 4.5683 0.1584  -0.860
28 C -2.8404 4.9772 2.6159  -1.547
29 C 0.5075 -0.9595 2.0394  1.203
30 C -0.3064 -1.4193 3.0962  -0.449
31 C 0.2464 -1.8685 4.3259  -1.060
32 C 1.5331 -1.5547 4.6254  -1.132
33 C 2.3386 -0.9120 3.6657  -0.781
34 C 1.8670 -0.7667 2.3314  0.383
35 P 3.0149 -0.5109 0.9680  1.200
36 C 4.1449 -2.1216 1.0968  0.539
37 C 3.3611 -3.3508 1.6147  -1.201
38 C 5.4731 -2.0140 1.8375  -1.644
39 C 4.2793 0.7276 1.5582  0.860
40 C 3.8309 2.0334 2.1976  -1.244
41 C 5.2868 0.9552 0.4561  -1.696
42 H -1.5290 -1.7279 -5.9630  0.507
43 H -0.3878 -3.0011 -5.8427  0.280
44 H 0.0738 -1.4377 -5.2649  0.195
45 H -1.6970 -3.4318 -3.8156  0.664
46 H -3.1834 -1.5369 -2.9452  0.093
47 H -3.4702 -2.0236 -4.5877  0.512
48 H -2.5072 -0.5176 -4.3357  0.602
49 H 1.3667 -2.7679 -3.6568  0.803
50 H 1.4467 -3.5062 -0.6767  0.117
51 H 2.2970 -2.2109 -1.6158  0.160
52 H 2.7392 -3.8857 -1.8822  0.598
53 H -0.3886 -5.0233 -2.2503  0.132
54 H 1.2924 -5.4077 -2.7818  0.434
55 H 0.0717 -4.9517 -3.9587  0.300
56 H -3.0551 -3.6322 -2.2709  0.268
57 H -3.2210 -5.5395 -0.6888  0.388
58 H -2.1869 -5.4102 1.4913  0.393
59 H -0.3239 -3.7347 1.9441  0.306
60 H -3.1239 -1.7968 0.8138  0.437
61 H -4.9314 -1.3855 2.3703  0.445
62 H -5.5044 1.0530 2.9507  0.316
63 H -4.0284 2.8445 1.9040  -0.097
64 H 0.3955 1.7796 3.1555  -1.326
65 H -1.9202 3.1218 4.5849  0.307
66 H -0.8402 2.0481 5.3176  0.486
67 H -2.0180 1.4164 4.1267  0.362
68 H -0.2096 4.7148 3.9095  0.326
69 H 1.1709 4.1919 2.9290  0.288
70 H 0.9617 3.7160 4.6208  0.467
71 H -1.0261 4.9980 1.4893  0.819
72 H -3.5493 4.0368 0.1095  0.151
73 H -1.9038 4.1402 -0.6015  0.091
74 H -2.7409 5.6053 -0.2195  0.474
75 H -3.8747 4.6665 2.4820  0.433
76 H -2.7540 6.0748 2.4674  0.454
77 H -2.5789 4.6363 3.6512  0.141
78 H -1.3637 -1.5849 2.8814  0.605
79 H -0.3028 -2.4728 5.0567  0.336
80 H 1.9592 -1.7771 5.5521  0.552
81 H 3.3176 -0.6335 3.9480  0.451
82 H 4.3403 -2.2360 -0.0126  0.442
83 H 3.2936 -3.5324 2.7001  0.248
84 H 3.7439 -4.2118 1.0647  0.484
85 H 2.2939 -3.2267 1.3432  -0.001
86 H 5.3983 -1.9028 2.9267  0.251
87 H 6.2063 -1.2434 1.5625  0.406
88 H 6.0628 -2.9451 1.6812  0.417
89 H 4.8590 0.2996 2.4208  0.299
90 H 3.5968 2.7155 1.3806  0.382
91 H 4.6693 2.4181 2.7914  0.425
92 H 2.9381 1.8366 2.8348  -0.026
93 H 4.9229 1.5866 -0.4049  0.181
94 H 5.8209 0.0452 0.0561  0.280
95 H 6.0497 1.6488 0.8199  0.467
96 I 0.3585 2.4100 -0.4986  -0.520
97 I 2.7038 6.9326 1.4633  -0.946
98 C 2.7509 1.1119 -2.3277  -1.079
99 C 1.5627 0.1623 -2.7623  1.406
100 O 1.6623 -0.3805 -3.8324  -0.623
101 H 3.6773 0.6548 -2.7369  0.469
102 H 2.7375 1.1196 -1.2294  -0.414
103 H 2.6364 2.1202 -2.7271  0.033
104 C -3.5069 1.0372 -1.8051  -0.381
105 C -2.5709 1.6030 -2.8202  -0.096
106 C -2.9999 2.6350 -3.6680  -1.038
107 C -1.9263 2.9893 -4.4109  -1.336
108 C -0.8791 2.1313 -4.0630  0.413
109 C 0.4829 2.3311 -4.6484  -1.139
110 N -1.2789 1.2077 -3.0779  1.719
111 H -4.4468 0.6917 -2.2818  0.484
112 H -3.7447 1.9717 -1.1919  0.151
113 H -2.9937 0.2315 -1.2629  -0.609
114 H -4.0070 2.9932 -3.8451  0.514
115 H -1.8339 3.6388 -5.2595  0.528
116 H 1.1249 2.9791 -4.0160  0.130
117 H 0.4696 2.9876 -5.5353  0.561
118 H 0.9859 1.3812 -4.8583  0.197

As for the expectation value of S²: 3.8429. As for the total energy: -139789.88247 eV. The calculation puts the HOMO energy (alpha / beta) at -3.487 / -3.687 eV. The multiplicity is 4. The LUMO energy (alpha / beta) is 0.077 / 0.003 Ha. As for the net charge: -1.


Record 3
The following is a quantum chemistry calculation of a structure of composition C19H28N6O2Pd in a non-equilibrium geometry, from the OMol25 dataset.

Last column: Mulliken charge in e.
Positions of all 56 atoms, in Å:
1 N -1.4094 3.9355 -0.4720  -0.493
2 C -0.4556 4.5771 -0.6556  0.387
3 C 0.7302 5.3934 -0.8608  -0.842
4 H 0.4513 6.4547 -0.9402  0.322
5 H 1.2409 5.0876 -1.7858  0.282
6 H 1.4198 5.2635 -0.0137  0.288
7 N 4.2490 -2.8982 -4.0406  -0.441
8 C 5.0126 -3.3105 -3.2613  0.389
9 C 5.9837 -3.8387 -2.3124  -0.755
10 H 7.0037 -3.5777 -2.6296  0.298
11 H 5.8917 -4.9328 -2.2544  0.292
12 H 5.8031 -3.4111 -1.3166  0.243
13 N -4.4633 -0.3912 -1.3107  -0.487
14 C -4.4711 -1.5341 -1.0808  0.522
15 C -4.5276 -2.9601 -0.7959  -0.841
16 H -3.6229 -3.2655 -0.2506  0.213
17 H -4.5952 -3.5256 -1.7361  0.330
18 H -5.4106 -3.1925 -0.1830  0.343
19 Pd 0.5209 -0.5258 -1.6887  0.036
20 C -0.0917 -0.8877 0.4174  0.724
21 O -0.7553 -1.8624 0.7099  -0.262
22 C 2.8065 0.6808 -0.1460  0.178
23 O 3.6379 1.4200 0.1246  -0.110
24 C 0.9743 0.9053 -3.0623  -0.525
25 C -0.3988 0.9021 -2.8370  -0.215
26 C -1.1133 -0.2858 -2.9018  -0.321
27 C -0.4548 -1.4845 -3.1830  -0.464
28 C 0.9166 -1.4858 -3.4220  -0.390
29 C 1.6325 -0.2934 -3.3597  -0.699
30 H 1.5453 1.8160 -2.9340  0.652
31 H -0.8997 1.8143 -2.5163  0.579
32 H -2.1665 -0.3030 -2.6251  0.616
33 H -0.9972 -2.4204 -3.1259  0.574
34 H 1.4517 -2.4212 -3.5671  0.569
35 H 2.7069 -0.3240 -3.4736  0.633
36 C 1.3038 -0.5260 3.7192  -0.994
37 N 0.0494 0.2231 3.6213  0.112
38 C -0.3488 0.9334 4.8287  -1.072
39 C -0.5426 0.3961 2.4442  0.344
40 N 0.2204 0.1316 1.2901  0.407
41 N -1.8075 0.7772 2.3099  0.129
42 C -2.7857 0.5532 3.3642  -1.025
43 C -2.3397 1.2143 1.0106  -0.376
44 H 1.3554 -0.9563 4.7246  0.463
45 H 2.1792 0.1289 3.5926  0.406
46 H 1.3274 -1.3360 2.9777  0.401
47 H -0.8642 1.8638 4.5854  0.462
48 H -0.9750 0.2985 5.4630  0.408
49 H 0.5571 1.1831 5.3856  0.468
50 H 1.1610 0.5174 1.2331  0.124
51 H -3.7619 0.4507 2.8858  0.476
52 H -2.5544 -0.3605 3.9228  0.418
53 H -2.8305 1.4019 4.0535  0.410
54 H -1.7565 2.0634 0.6143  0.243
55 H -2.3598 0.3852 0.2819  0.029
56 H -3.3728 1.5387 1.1826  0.542

For the energy above the lowest of the compared OMol25 structures with the same formula, charge and spin, the calculation gives 3.579 eV. As for the expectation value of S²: 6.0471. As for the total energy: -36620.07603 eV. The calculation puts the HOMO energy (alpha / beta) at -20.042 / -20.041 eV. The multiplicity is 5. The LUMO energy (alpha / beta) is -0.509 / -0.643 Ha. As for the net charge: +4.


Record 4
The following is a quantum chemistry calculation of the molecule C10H13ClSi in a non-equilibrium geometry, from the OMol25 dataset.

Last column: Mulliken charge in e.
Positions of all 25 atoms, in Å:
1 C 2.1389 1.7064 -0.6883  -0.172
2 C 2.9313 0.6623 -0.8973  -0.699
3 C 1.0874 1.8178 0.2526  -0.068
4 C 3.1774 -0.3346 0.1569  -0.018
5 C 0.2551 0.9044 0.8108  -1.185
6 C 2.3669 -1.1910 0.7827  -0.532
7 C -0.0368 -0.4706 0.2383  0.087
8 C 1.0000 -1.4198 0.2514  0.539
9 C -2.8086 -1.7847 0.5940  -1.071
10 C -2.6486 1.0782 -0.5074  -1.251
11 Si -1.8135 -0.6228 -0.5404  0.281
12 Cl 0.5530 -2.9272 -0.6201  -0.238
13 H 2.3347 2.5577 -1.3493  0.366
14 H 3.5757 0.8937 -1.7226  0.374
15 H 1.0632 2.9060 0.7523  0.215
16 H 4.2371 -0.3223 0.6707  0.222
17 H -0.4913 1.0350 1.5251  0.642
18 H 2.5414 -1.8150 1.6263  0.450
19 H -3.2058 -1.1888 1.5280  0.246
20 H -3.6175 -2.1980 0.1319  0.426
21 H -2.3213 -2.7356 0.8649  0.343
22 H -2.8594 1.4130 0.4002  0.447
23 H -2.0986 1.8673 -1.0640  0.345
24 H -3.4703 1.1522 -1.1792  0.390
25 H -1.8905 -0.9836 -2.0178  -0.141

For the energy above the lowest of the compared OMol25 structures with the same formula, charge and spin, the calculation gives 5.326 eV. As for the total energy: -30977.40214 eV. The calculation puts the HOMO energy at -8.547 eV. As for the SMILES: C[SiH](C)C1=C(Cl)/C=C\C=C/C=C\1. The LUMO energy is 0.013 Ha.


Record 5
The following is a quantum chemistry calculation of a cluster of 2 separate species, C3H9O2 in total in a non-equilibrium geometry, from the OMol25 dataset.

Last column: Mulliken charge in e.
Positions of all 14 atoms, in Å:
1 C 0.6487 1.9117 0.1693  -0.529
2 O 0.4262 1.2053 1.3759  -0.307
3 C 0.9145 -0.0599 1.4137  -0.472
4 H 0.1618 2.8878 0.2691  0.236
5 H 1.7281 2.0516 -0.0004  0.299
6 H 0.2085 1.3715 -0.6824  0.165
7 H 0.8108 -0.5067 2.4061  0.323
8 H 1.8456 -0.2173 0.8540  0.278
9 O -0.4553 -1.5161 0.0530  -0.487
10 H -1.1674 -1.6946 0.6886  0.300
11 C -1.1853 -1.3839 -1.4109  -0.543
12 H -0.3897 -1.5616 -2.1427  0.220
13 H -1.9863 -2.1333 -1.4849  0.281
14 H -1.5603 -0.3546 -1.5085  0.235

For the energy above the lowest of the compared OMol25 structures with the same formula, charge and spin, the calculation gives 1.512 eV. As for the expectation value of S²: 0.7535. As for the total energy: -7348.05030 eV. The calculation puts the HOMO energy (alpha / beta) at -6.389 / -10.315 eV. The multiplicity is 2. The LUMO energy (alpha / beta) is 0.035 / 0.034 Ha.


Record 6
The following is a quantum chemistry calculation of a cluster of 2 separate species, C7H14N2S in total in a non-equilibrium geometry, from the OMol25 dataset.

Last column: Mulliken charge in e.
Positions of all 24 atoms, in Å:
1 C 0.1560 -2.9434 -1.9958  -0.998
2 C -0.7195 -1.7262 -1.7733  0.538
3 C -0.4035 -0.3825 -1.9184  -0.587
4 C -2.6075 -0.6822 -1.5914  -0.279
5 N -2.0464 -1.8714 -1.6212  -0.593
6 N -1.6194 0.2937 -1.7982  -0.105
7 H -0.6023 -3.7703 -2.2288  0.294
8 H 0.9418 -3.1849 -1.1702  0.216
9 H 0.3965 0.1815 -1.9009  0.552
10 H -3.7250 -0.5233 -1.6219  0.349
11 H -1.7894 1.1854 -1.4665  0.259
12 H 0.6635 -2.9896 -2.9175  0.357
13 C 1.6560 1.3772 2.1781  -0.431
14 C 2.8575 1.1326 1.2561  -0.895
15 C -1.2568 1.5286 2.1098  -0.942
16 S 0.2502 2.0034 1.1097  -0.118
17 H 1.3168 0.5974 2.8221  0.371
18 H 1.7565 2.1825 2.9245  0.309
19 H 3.4247 2.0986 0.9686  0.253
20 H 2.5053 0.6536 0.2679  0.160
21 H -1.4377 0.4684 2.1408  0.301
22 H -1.3396 1.8462 3.0786  0.425
23 H -2.0869 2.0045 1.4937  0.250
24 H 3.7093 0.5203 1.6543  0.315

For the energy above the lowest of the compared OMol25 structures with the same formula, charge and spin, the calculation gives 1.995 eV. As for the total energy: -21299.92812 eV. The calculation puts the HOMO energy at -8.381 eV. As for the SMILES: Cc1c[nH]cn1.CCSC. The LUMO energy is 0.027 Ha.